{"formula": "C4H11ClF5OPrTeZn", "method": "ωB97M-V/def2-TZVPD", "charge": -2, "multiplicity": 3, "homo_lumo_gap_ev": [3.54, 3.99], "homo_energy_ev": [-0.10, -0.33], "molar_mass_g_mol": 539.472, "e_above_lowest_kcal_mol": 12.7, "s_squared": 2.04, "species": ["Pr", "Cl", "C", "C", "H", "H", "H", "H", "H", "H", "Zn", "C", "C", "H", "H", "H", "H", "H", "F", "Te", "F", "F", "F", "F", "O"], "coordinates": [[-1.51, -0.45, 0.44], [-2.88, 1.72, 0.97], [-2.56, -2.53, 1.46], [-3.39, -1.47, -1.08], [-3.16, -3.28, 0.92], [-1.54, -2.93, 1.58], [-3.01, -2.39, 2.46], [-3.83, -2.47, -1.00], [-2.85, -1.43, -2.03], [-4.24, -0.77, -1.15], [1.33, -0.13, -0.87], [0.58, 1.54, -1.72], [0.13, -1.68, -1.03], [0.42, 1.07, -2.71], [-0.35, 2.08, -1.42], [1.40, 2.28, -1.82], [-0.40, -1.88, -1.98], [0.39, -2.63, -0.50], [1.98, 2.51, 1.65], [2.33, 0.70, 2.11], [1.70, 0.95, 3.88], [3.07, 0.42, 0.26], [4.02, 1.39, 2.60], [3.03, -1.02, 2.54], [0.70, 0.04, 1.38]], "lowdin_spin": [2.02, -0.01, -0.02, -0.04, 0.00, 0.00, 0.00, 0.00, 0.00, 0.00, 0.00, 0.00, -0.06, 0.00, 0.00, 0.00, 0.00, 0.00, 0.02, 0.03, 0.01, 0.01, 0.02, 0.02, 0.02]}


{"formula": "C4H11ClIrNO3Tm", "method": "ωB97M-V/def2-TZVPD", "multiplicity": 8, "homo_lumo_gap_ev": [5.57, 4.30], "homo_energy_ev": [-7.47, -7.79], "molar_mass_g_mol": 517.740, "e_above_lowest_kcal_mol": 0.0, "s_squared": 15.80, "species": ["Tm", "Cl", "C", "C", "H", "H", "H", "H", "H", "H", "Ir", "C", "C", "H", "H", "H", "H", "H", "O", "N", "O", "O"], "coordinates": [[0.56, 0.20, -2.66], [1.32, -1.61, -1.21], [2.52, 1.31, -3.07], [-0.54, -1.07, -4.19], [2.36, 1.64, -4.13], [2.47, 2.11, -2.28], [3.26, 0.49, -2.90], [-0.39, -0.48, -5.14], [-1.59, -1.07, -3.78], [0.02, -2.05, -4.12], [-0.17, 0.12, 0.04], [-1.62, -0.95, 1.06], [-0.87, 1.27, -1.19], [-2.57, -0.52, 0.67], [-1.52, -2.04, 0.84], [-1.58, -0.81, 2.16], [-1.74, 1.07, -1.84], [-0.34, 2.22, -1.36], [0.55, -0.97, 3.99], [0.05, 0.03, 3.55], [-0.45, 1.03, 4.00], [0.39, 0.16, 1.82]], "nbo_charge": [1.64, -0.42, -1.32, -1.32, 0.22, 0.22, 0.24, 0.22, 0.22, 0.24, 1.33, -0.92, -1.07, 0.23, 0.25, 0.21, 0.26, 0.25, -0.25, 0.67, -0.26, -0.65]}


{"formula": "C4H11ClN2", "method": "ωB97M-V/def2-TZVPD", "multiplicity": 1, "homo_lumo_gap_ev": [8.48, 8.48], "homo_energy_ev": [-7.68, -7.67], "molar_mass_g_mol": 122.599, "e_above_lowest_kcal_mol": 37.9, "species": ["C", "C", "C", "C", "N", "N", "Cl", "H", "H", "H", "H", "H", "H", "H", "H", "H", "H", "H"], "coordinates": [[2.81, -0.98, -0.81], [-3.16, 1.33, 1.33], [1.44, -0.53, -0.41], [-2.69, 0.48, 0.19], [0.48, 1.07, 0.96], [1.47, 0.60, 0.30], [-3.71, -0.94, -0.03], [3.56, -0.86, -0.05], [3.03, -0.40, -1.72], [2.93, -2.10, -1.04], [-4.06, 1.96, 1.09], [-2.46, 2.02, 1.64], [-3.13, 0.74, 2.28], [0.61, -1.10, -0.51], [-1.67, 0.31, 0.27], [-2.96, 1.13, -0.65], [0.54, 2.11, 1.08], [2.24, 1.22, 0.02]], "nbo_charge": [-0.68, -0.63, -0.07, -0.39, -0.61, -0.19, -0.08, 0.22, 0.22, 0.23, 0.21, 0.22, 0.22, 0.20, 0.24, 0.20, 0.31, 0.37]}


{"formula": "C4H11DyO2", "method": "ωB97M-V/def2-TZVPD", "charge": 1, "multiplicity": 7, "homo_lumo_gap_ev": [7.78, 6.75], "homo_energy_ev": [-11.84, -10.46], "molar_mass_g_mol": 253.630, "s_squared": 12.56, "species": ["H", "O", "C", "H", "H", "H", "C", "O", "C", "C", "Dy", "H", "H", "H", "H", "H", "H", "H"], "coordinates": [[1.96, 0.77, 2.94], [2.53, 0.63, 3.72], [2.84, -0.74, 3.81], [3.26, -1.13, 2.86], [3.59, -0.86, 4.60], [1.96, -1.35, 4.07], [-2.49, 1.64, -2.22], [-1.45, 0.83, -1.69], [-1.25, -0.40, -2.30], [-0.19, -1.20, -1.65], [-0.43, 1.48, 0.68], [-2.58, 2.51, -1.56], [-2.21, 1.95, -3.24], [-3.44, 1.09, -2.24], [-0.22, -1.88, -2.61], [-2.16, -0.84, -2.71], [0.82, -0.75, -1.71], [-0.55, -1.73, -0.75]], "nbo_charge": [0.43, -0.70, -0.25, 0.16, 0.20, 0.16, -0.26, -0.66, 0.15, -0.76, 0.99, 0.19, 0.22, 0.20, 0.28, 0.18, 0.24, 0.24]}


{"formula": "C4H11F3InO2S", "method": "ωB97M-V/def2-TZVPD", "charge": -1, "multiplicity": 1, "homo_lumo_gap_ev": 7.71, "homo_energy_ev": -4.76, "molar_mass_g_mol": 295.009, "e_above_lowest_kcal_mol": 0.0, "species": ["O", "C", "C", "In", "S", "C", "F", "F", "F", "H", "H", "H", "H", "H", "H", "H", "C", "O", "H", "H", "H", "H"], "coordinates": [[0.64, 0.87, -0.36], [-0.14, -0.24, 0.12], [-1.63, -0.05, -0.03], [-3.09, -1.61, 0.63], [-5.33, -0.53, 0.24], [0.40, -1.48, -0.58], [-0.09, -2.62, -0.06], [0.10, -1.49, -1.90], [1.74, -1.57, -0.50], [0.23, 1.16, -1.18], [0.13, -0.35, 1.17], [-1.85, 0.20, -1.08], [-1.87, 0.83, 0.57], [-3.01, -3.08, -0.33], [-3.00, -1.84, 2.37], [-5.44, -0.81, -1.06], [3.86, 2.24, 0.63], [3.80, 1.80, -0.72], [4.88, 2.58, 0.81], [3.17, 3.07, 0.82], [3.63, 1.43, 1.33], [2.90, 1.49, -0.87]], "mulliken_charge": [-0.48, -0.10, -1.15, 0.64, -0.62, 0.86, -0.24, -0.29, -0.28, 0.33, 0.28, 0.36, 0.35, -0.36, -0.35, 0.05, -0.51, -0.52, 0.25, 0.23, 0.23, 0.34]}


{"formula": "C4H11FeO2", "method": "ωB97M-V/def2-TZVPD", "multiplicity": 6, "homo_lumo_gap_ev": [6.72, 5.95], "homo_energy_ev": [-6.08, -6.28], "molar_mass_g_mol": 146.975, "e_above_lowest_kcal_mol": 73.3, "s_squared": 8.77, "species": ["H", "O", "C", "H", "H", "H", "C", "O", "C", "C", "Fe", "H", "H", "H", "H", "H", "H", "H"], "coordinates": [[1.77, -4.31, 2.11], [1.67, -4.30, 3.08], [0.34, -3.96, 3.40], [-0.38, -4.63, 2.90], [0.22, -4.06, 4.48], [0.10, -2.92, 3.11], [3.06, -4.32, -3.47], [1.98, -4.61, -2.59], [0.85, -5.14, -3.18], [-0.28, -5.39, -2.26], [2.15, -3.92, -0.50], [3.86, -3.89, -2.86], [3.40, -5.24, -3.95], [2.74, -3.59, -4.23], [-1.02, -5.90, -2.91], [0.70, -4.85, -4.22], [-0.01, -6.09, -1.45], [-0.71, -4.45, -1.86]], "nbo_charge": [0.46, -0.73, -0.25, 0.15, 0.18, 0.16, -0.25, -0.59, 0.12, -0.71, 0.05, 0.20, 0.19, 0.18, 0.23, 0.15, 0.23, 0.22]}


{"formula": "C4H11GaO3", "method": "ωB97M-V/def2-TZVPD", "multiplicity": 1, "homo_lumo_gap_ev": 9.27, "homo_energy_ev": -8.49, "molar_mass_g_mol": 176.852, "e_above_lowest_kcal_mol": 0.0, "species": ["C", "H", "H", "H", "O", "Ga", "H", "O", "C", "O", "C", "C", "H", "H", "H", "H", "H", "H", "H"], "coordinates": [[-0.43, 0.01, 2.25], [-1.07, -0.61, 2.89], [0.21, 0.56, 2.97], [-0.99, 0.77, 1.68], [-1.60, -2.19, 0.72], [-2.79, -2.15, -0.57], [-0.67, -1.83, 0.72], [0.46, -0.80, 1.38], [-0.23, 0.61, -2.58], [0.29, -0.08, -1.48], [0.82, 0.76, -0.49], [1.40, -0.06, 0.64], [-0.67, -0.13, -3.26], [-1.02, 1.32, -2.29], [0.56, 1.18, -3.10], [0.03, 1.44, -0.12], [1.63, 1.39, -0.90], [1.96, 0.61, 1.31], [2.11, -0.79, 0.23]], "nbo_charge": [-0.26, 0.22, 0.17, 0.18, -1.32, 0.77, 0.52, -0.56, -0.25, -0.54, -0.09, -0.08, 0.20, 0.17, 0.17, 0.16, 0.17, 0.17, 0.20]}


{"formula": "C4H11IN", "method": "ωB97M-V/def2-TZVPD", "charge": 1, "multiplicity": 1, "homo_lumo_gap_ev": 10.09, "homo_energy_ev": -13.85, "molar_mass_g_mol": 200.043, "e_above_lowest_kcal_mol": 21.4, "smiles": "C[C@@H](I)[NH+](C)C", "species": ["C", "C", "I", "N", "C", "C", "H", "H", "H", "H", "H", "H", "H", "H", "H", "H", "H"], "coordinates": [[0.25, 1.90, 0.19], [0.94, 0.61, -0.36], [2.98, -0.08, 0.00], [0.13, -0.64, -0.22], [-1.14, -0.63, -0.88], [-0.04, -1.17, 1.17], [-0.44, 2.10, -0.57], [0.94, 2.73, 0.21], [-0.18, 1.82, 1.23], [0.96, 0.81, -1.41], [0.71, -1.35, -0.75], [-1.79, -0.05, -0.33], [-1.07, -0.51, -1.94], [-1.53, -1.61, -0.86], [-0.54, -0.41, 1.74], [-0.86, -1.89, 1.02], [0.70, -1.62, 1.75]], "nbo_charge": [-0.65, -0.15, 0.19, -0.38, -0.43, -0.43, 0.23, 0.27, 0.24, 0.22, 0.45, 0.23, 0.25, 0.24, 0.23, 0.23, 0.27]}